No. 1
3 unconnected molecules or ions with the total composition C18H30B3N2O5P in a non-equilibrium geometry. Source: OMol25; level of theory: ωB97M-V/def2-TZVPD.

The value obtained for the HOMO-LUMO gap is 8.2 eV. The value obtained for the energy is -1605.780985 Ha. As for the SMILES: CCP(CC)B1OB(O)OB(CCCOC)O1.c1ccncc1.c1ccncc1. The max |F| comes out at 0.0261 Eh/bohr.

Element x y z (Å)
C (2.116447, 0.781868, 1.101755)
C (0.217300, 4.012718, -2.196715)
H (0.605627, -3.945077, 3.419727)
C (3.529671, -2.576848, 3.660183)
O (2.126709, 2.484216, -1.400802)
H (-6.728812, -1.870047, 3.311178)
C (-0.620785, 3.454060, -1.045185)
O (-1.915617, 1.823232, -2.279897)
C (-4.905436, -0.756032, 3.079694)
B (2.823396, 1.414545, -1.972705)
C (-0.983897, 1.987510, -1.227573)
H (1.836143, 0.590034, 2.138193)
H (4.000216, -1.657828, 3.326397)
H (2.090595, 2.502805, -5.616133)
O (3.617674, 1.701520, -3.066249)
N (-4.534055, 0.253544, 0.938426)
H (-4.547495, -0.930632, 4.084904)
H (2.346864, -2.182178, -2.982266)
C (-6.114475, -1.275848, 2.647173)
C (-5.697296, -0.254203, 0.538217)
H (-7.458214, -1.404561, 0.967989)
H (-0.088172, 3.564635, -0.100472)
H (2.687191, -1.239209, 0.847514)
C (-6.521884, -1.020013, 1.348079)
C (1.645002, -3.845495, 3.713333)
H (-0.086887, 1.401981, -1.446956)
H (-3.658547, 0.874354, -2.748825)
B (1.661956, 3.415987, -2.307065)
H (0.125003, -0.137002, -3.330740)
H (-0.260681, 3.797735, -3.157360)
H (1.723963, -5.726539, 4.745214)
H (-5.979742, -0.033306, -0.486163)
C (-4.157295, -0.000309, 2.189855)
H (0.289381, 5.100819, -2.132204)
C (2.268746, -4.839938, 4.451393)
H (-3.206402, 0.426109, 2.491375)
H (1.406259, 1.506974, 0.714733)
H (0.971733, -1.871807, -1.943802)
O (2.478093, 3.756281, -3.389841)
N (2.252271, -2.728849, 3.319069)
H (5.283937, -3.333733, 4.639127)
H (-1.380022, 1.603724, -0.283422)
H (-3.748959, 1.984161, -1.366817)
C (1.043621, -0.610254, -3.674582)
H (1.704206, 0.114435, -4.146876)
H (1.028303, -0.901197, 0.310405)
H (-1.558411, 4.010687, -0.997684)
C (1.737778, -1.391446, -2.554312)
C (2.053130, -0.531393, 0.319536)
P (2.756451, -0.389974, -1.383567)
H (3.118799, 1.207247, 1.093618)
H (0.746347, -1.307617, -4.461082)
H (-2.976430, 0.406338, -1.175377)
H (4.122407, -5.420265, 5.371775)
C (3.598958, -4.666810, 4.797539)
C (-3.134093, 1.231526, -1.866071)
O (2.970382, 2.340524, -5.277955)
B (3.033021, 2.609589, -3.941046)
C (4.246026, -3.510747, 4.393340)

Atoms 1-3, force components in eV/Å:
-0.4 -0.2 0.2
0.3 -0.1 0.2
0.0 0.0 0.0

No. 2
C18H30BBrClN3O3 in the gas phase in a non-equilibrium geometry. Source: OMol25; level of theory: ωB97M-V/def2-TZVPD.

The value obtained for the HOMO-LUMO gap is 6.6 eV. The value obtained for the energy is -4152.901979 Ha. The max |F| comes out at 0.0363 Eh/bohr.

Element x y z (Å)
H (-3.813245, 1.519324, -0.989942)
H (1.124333, 0.795234, 1.864217)
H (1.969431, -0.860305, -1.325884)
H (-4.350416, 2.628825, 1.700621)
C (-3.932027, 2.428248, -0.408406)
H (1.574731, -1.576073, -2.844276)
C (1.099178, 3.281613, 0.706744)
C (-0.415650, 0.168553, -0.617655)
N (-3.343390, -1.840682, -0.033987)
C (-0.101203, -0.623416, -1.916707)
O (-3.430721, 0.824968, 1.433130)
N (-1.134702, -2.385746, -0.480102)
H (1.216962, 1.195387, -3.388757)
H (2.073483, 3.636111, 1.035564)
Br (-3.840044, -3.637217, 0.041117)
H (2.840555, 1.356826, 1.972011)
C (2.117224, 0.753022, 1.421187)
Cl (-4.957900, -2.551248, 2.242909)
C (3.945571, -2.514088, 0.776034)
C (2.103396, -2.973237, 2.216794)
H (4.794165, -2.861435, 0.200484)
H (-3.284843, 3.186712, -0.847569)
C (1.236382, 2.163943, -0.326313)
H (-0.257684, 1.877539, -1.861207)
H (0.606753, 4.117395, 0.210717)
B (-2.166276, 0.355695, 1.163579)
C (-2.136382, -1.440600, -0.243378)
N (-1.850024, -0.080055, -0.236583)
H (-0.917169, 2.284522, -0.316630)
H (-0.376756, -2.279469, 0.191370)
O (-1.257914, 0.252429, 2.192809)
H (1.486776, -3.667841, 2.769603)
C (-3.572722, 2.216591, 1.066102)
H (-4.085345, -1.160070, 0.124374)
C (3.200204, -3.434851, 1.500453)
H (-1.589392, -2.086921, -2.440447)
C (-0.160466, 1.662338, -0.799672)
C (3.618120, -1.168763, 0.756342)
O (2.119401, 1.121328, 0.046027)
C (1.977341, 0.497568, -3.047718)
H (4.181053, -0.456486, 0.169246)
H (1.704355, 2.648157, -1.181555)
H (0.886829, -1.327917, 2.752888)
H (0.191659, -0.289177, 0.161701)
H (-1.059319, 1.146231, 2.497801)
H (0.494507, 2.986807, 1.563715)
C (2.515605, -0.703885, 1.471402)
C (1.406819, -0.685182, -2.238930)
H (3.409453, -4.493478, 1.517046)
H (2.498533, 0.129688, -3.929575)
H (-2.637706, 2.738280, 1.306078)
C (1.771093, -1.621177, 2.199872)
H (-4.965173, 2.748109, -0.517894)
C (-0.675073, -2.056173, -1.845589)
H (-0.005713, -2.821089, -2.222203)
H (-0.579942, -0.123513, -2.763023)
H (2.733284, 0.998652, -2.447934)

Atoms 1-3, force components in eV/Å:
0.1 -0.1 0.0
0.0 0.4 0.1
0.1 0.1 0.1

No. 3
A molecular structure, C18H30BaI2N4O9S. Source: OMol25; level of theory: ωB97M-V/def2-TZVPD.

The value obtained for the HOMO-LUMO gap is 7.3 eV. The value obtained for the energy is -2619.421820 Ha. As for the net charge: -2. The max |F| comes out at 0.0173 Eh/bohr.

Element x y z (Å)
C (-2.085571, -0.157300, 2.843996)
C (0.889424, 0.098377, 2.757144)
H (2.764988, 2.610451, -2.113923)
C (-0.157101, 3.747862, 0.313034)
C (2.971927, -0.083332, -2.039811)
O (0.230161, -2.412759, -2.725004)
C (-0.115577, 1.220675, -3.789973)
H (1.038979, 2.663495, -1.792402)
C (1.845133, 1.001615, 1.973830)
H (2.012768, 1.548156, -4.076443)
H (3.880639, 0.539910, -2.153697)
H (2.914673, -1.423873, 1.579959)
H (1.130744, 3.507569, 2.038499)
H (2.673287, 0.418158, 1.591787)
H (-6.551730, -0.424191, -1.062416)
I (-3.636606, -3.780424, 0.247237)
H (3.472767, -0.260146, 0.042929)
O (-0.362157, 2.037350, -4.678209)
H (1.247304, -3.623690, -0.601704)
N (1.262916, 1.745416, 0.864763)
H (2.922984, -3.485758, -1.175675)
C (1.460256, -2.765368, -2.549953)
H (0.139016, 0.727472, 3.237822)
H (-6.259087, 0.005399, 1.750530)
N (0.175615, -0.945391, 2.022021)
C (-6.391001, 0.637780, -0.878808)
H (-0.320819, 2.463762, 2.024762)
O (-2.684561, -0.000493, 3.918281)
H (3.221754, 1.700260, 0.103737)
N (1.769827, 0.743142, -2.118686)
C (1.944697, 2.091255, -1.579224)
H (2.968266, -0.763358, -2.887162)
S (-4.833718, 0.828529, 0.030111)
H (0.267458, -2.905430, 1.380382)
H (-6.261044, 1.168166, -1.820007)
C (1.953015, -2.966136, -1.112399)
H (-1.532560, -2.122898, 2.254728)
O (2.235778, -2.988406, -3.473211)
Ba (-1.142455, 0.620533, -0.638906)
O (-0.963923, 3.114927, -0.433901)
H (2.484458, 3.285136, 0.088913)
H (2.282230, 1.698451, 2.714317)
C (0.485200, 2.874551, 1.411107)
N (2.086316, -1.744408, -0.320701)
H (1.181742, -2.599022, 2.862378)
C (2.234805, -2.114039, 1.085347)
H (1.471224, -0.143912, -3.981610)
H (-5.234042, -1.288997, 1.023074)
H (-0.802189, -1.613627, 3.790534)
H (1.479880, -0.347914, 3.581169)
I (-1.414411, -2.942164, -1.331758)
C (3.197045, -0.917322, -0.775445)
C (-1.044753, -1.288940, 2.766525)
C (2.281696, 2.220487, -0.088357)
C (0.931681, -2.185198, 1.864388)
H (-7.207681, 1.072682, -0.303364)
O (0.160994, 4.938372, 0.257269)
H (4.088280, -1.542323, -0.980812)
H (-4.516848, -0.113008, 2.170242)
H (2.717478, -3.102582, 1.174113)
C (1.363254, 0.845210, -3.533199)
O (-2.288846, 0.454945, 1.758226)
O (-0.928407, 0.568627, -3.065781)
C (-5.264368, -0.263947, 1.393372)
O (-3.841203, 0.117633, -0.833979)

Atoms 1-3, force components in eV/Å:
-0.1 -0.2 -0.1
0.0 0.0 0.0
0.0 0.0 0.0

No. 4
3 unconnected molecules or ions with the total composition C18H30ClF5N5O10P2S in a non-equilibrium geometry. Source: OMol25; level of theory: ωB97M-V/def2-TZVPD.

The value obtained for the HOMO-LUMO gap is 7.6 eV. The value obtained for the energy is -3770.000978 Ha. As for the net charge: +1. The max |F| comes out at 0.1664 Eh/bohr.

Element x y z (Å)
O (3.311921, -4.294263, 2.219885)
N (1.194276, -2.113681, -3.043991)
C (0.159071, -2.989849, -2.546983)
C (3.487194, -2.673260, -0.949018)
C (-0.354889, 2.279698, -1.710386)
H (5.810599, -1.412126, 1.009765)
F (1.144691, 3.684866, -5.143569)
H (4.127649, -1.852400, -1.280751)
O (-6.000554, 0.509577, 3.482114)
H (-1.555373, -4.051264, 0.194336)
O (3.564586, -2.791140, 0.461476)
C (6.529194, -2.219372, 0.841525)
H (-5.994868, 5.627450, 2.923575)
H (0.636780, 1.573888, 0.092961)
H (0.328259, -2.323306, -0.424501)
O (3.755065, 2.418840, -4.092684)
H (3.783978, -3.590523, -1.458850)
C (0.033489, 2.469958, -0.175326)
H (0.678858, 3.366771, -0.076891)
C (-1.750448, -4.734925, -1.877031)
C (-4.005327, 0.991561, 5.333118)
N (0.138687, -0.061355, -2.263225)
C (-0.512494, -3.854541, -3.440027)
C (1.124611, -0.801806, -2.869339)
H (-8.074036, 0.643596, 3.587421)
H (-1.042022, 1.833567, 1.640418)
O (-4.433439, 1.986703, 2.502045)
S (2.705818, 2.831334, -3.196506)
F (3.102186, 5.053000, -5.952802)
C (-0.181742, -2.982290, -1.146247)
O (-4.973860, 1.990014, 5.043703)
O (3.304429, 3.224008, -1.948111)
N (-1.490462, -4.746301, -3.203964)
C (-1.193653, -3.941557, -0.841550)
N (2.059660, 0.107616, -3.268584)
H (-2.525364, -5.467692, -1.561702)
H (-1.430825, 1.985891, -1.754869)
H (-0.185492, -3.800513, -4.503917)
C (-1.221884, 2.506831, 0.773556)
H (4.128733, -6.033114, 3.027442)
O (-5.405980, 3.814834, 3.689146)
H (2.894835, -5.214574, 4.009841)
P (-5.528846, 2.139912, 3.523990)
H (-3.298971, 1.402792, 6.052564)
Cl (2.563203, -2.705627, -3.896737)
H (4.523458, -4.525368, 3.898077)
H (7.293578, -1.871990, 0.148822)
H (-7.197902, 4.336049, 2.767147)
C (2.860765, 5.247487, -4.660053)
C (1.803244, 4.187994, -4.076428)
C (3.747911, -5.063139, 3.351309)
H (-0.725906, -0.422441, -1.865150)
H (-1.384092, 3.530353, 1.164744)
C (1.684637, 1.354775, -2.894634)
H (-3.461477, 0.672718, 4.442666)
F (3.992618, 5.270820, -3.930908)
H (-4.497508, 0.128128, 5.783859)
C (-6.133895, 4.569294, 2.710564)
H (2.462354, -2.439620, -1.210555)
F (0.987547, 4.906065, -3.262214)
H (-7.240998, 0.577909, 5.165785)
N (0.486951, 1.217212, -2.284625)
P (4.524857, -3.945248, 1.098890)
O (4.431627, -5.233520, 0.333440)
F (2.337342, 6.490832, -4.540725)
H (-2.150004, 2.160513, 0.270137)
H (-7.361816, -0.878052, 4.157712)
O (5.884460, -3.367045, 0.265484)
C (-7.241581, 0.203666, 4.138581)
H (7.003251, -2.492102, 1.785431)
H (-5.760682, 4.352153, 1.707772)
H (-0.275980, 3.245327, -2.246449)

Atoms 1-3, force components in eV/Å:
2.7 1.9 1.3
-0.6 -0.4 -0.2
-0.7 -0.5 1.4

No. 5
A molecular structure, C18H30FeN6O. Source: OMol25; level of theory: ωB97M-V/def2-TZVPD.

The value obtained for the HOMO-LUMO gap (spin up / spin down) is 9.3 / 8.2 eV. The expectation value of S² is 8.758. As for the energy above the lowest of the compared OMol25 structures with the same formula, charge and spin: 0.000 eV. The multiplicity is 6. The value obtained for the energy is -2370.500912 Ha. As for the net charge: +3. The max |F| comes out at 0.0068 Eh/bohr.

Element x y z (Å)
C (3.540009, 2.564104, -2.863946)
C (-3.238479, 1.787778, -1.317765)
C (3.196677, 2.823478, -0.408292)
N (-0.748885, 1.375573, 1.306113)
C (2.013194, 1.127939, -1.676074)
C (-2.457776, 3.147215, 1.394827)
O (1.383954, 0.678363, -0.660159)
H (2.339913, -2.426866, -0.901971)
N (-0.418753, -2.055244, -0.752965)
H (0.504162, -3.849825, -1.415808)
H (2.867737, 2.255514, 0.455371)
H (2.325149, -3.644760, 0.365453)
C (-0.363660, 0.197796, 3.365344)
H (0.794389, 1.881115, 2.599032)
H (2.712528, 3.799431, -0.423427)
H (2.128558, -3.036999, 2.548116)
H (4.274303, 2.964450, -0.368045)
C (-2.254234, 1.324025, -0.460615)
C (0.397113, -3.245374, -0.515680)
C (-0.249466, 1.566565, 2.657943)
H (-1.334111, -3.011732, -3.476006)
C (-3.632216, 0.969194, -2.373631)
H (-0.100378, -3.864592, 0.234521)
N (2.867436, 2.100308, -1.638717)
H (3.242181, 1.947225, -3.707396)
N (1.706204, -1.686634, 0.945408)
C (-1.375545, -2.007758, -1.607367)
N (-1.703047, 0.122808, -0.654955)
H (-1.563815, -4.091356, -2.095305)
C (1.773588, -2.799245, -0.047929)
C (-2.087189, -0.685057, -1.640496)
C (-3.068036, -0.292171, -2.536164)
H (-1.210733, 0.180457, 4.049721)
H (-3.133621, 3.623471, 0.691359)
H (0.056030, -2.342403, 3.861825)
H (0.530173, 0.013908, 3.957966)
H (-0.366443, -3.006443, 2.293750)
N (-0.517346, -0.917150, 2.376792)
C (0.146480, -2.181277, 2.786522)
Fe (0.075812, -0.321115, 0.355565)
H (2.578662, -1.177195, 0.842290)
H (-3.700236, 2.754541, -1.178644)
H (2.105190, -1.333387, 2.964965)
H (-2.891422, -3.075247, -2.659913)
H (4.616275, 2.493748, -2.722314)
C (-1.815622, -3.113767, -2.497526)
H (1.843503, 0.667755, -2.649884)
C (-1.751703, 1.981992, 0.792541)
H (-1.748528, 3.893151, 1.751999)
H (-0.795867, 2.331939, 3.205770)
H (-3.056576, 2.816986, 2.248887)
H (-1.513943, -1.096512, 2.277227)
H (3.264968, 3.600513, -3.050063)
H (-3.392581, -0.940265, -3.338269)
C (1.602313, -2.098391, 2.370625)
H (-4.396288, 1.309440, -3.060589)

Atoms 1-3, force components in eV/Å:
0.0 0.0 0.0
0.0 0.0 0.0
0.0 0.0 0.0

No. 6
A molecular structure, C18H30NO in a non-equilibrium geometry. Source: OMol25; level of theory: ωB97M-V/def2-TZVPD.

The value obtained for the HOMO-LUMO gap is 8.3 eV. As for the energy above the lowest of the compared OMol25 structures with the same formula, charge and spin: 18.256 eV. The value obtained for the energy is -832.997592 Ha. As for the net charge: +1. The max |F| comes out at 0.3658 Eh/bohr.

Element x y z (Å)
C (-0.972634, -1.139903, 2.121975)
H (-1.184842, -5.294141, 1.155540)
H (-0.942019, 0.794495, 1.345556)
O (-1.194165, 0.845006, -0.911323)
H (2.693606, 4.958225, -0.486546)
H (2.247420, 4.358608, -2.250199)
C (-0.314054, -3.801665, 3.249692)
C (1.673123, 3.108014, -0.472310)
C (-1.260385, 0.635798, -2.506828)
C (2.485518, 4.139347, -1.121265)
C (-1.233392, -0.323725, -0.274571)
C (-1.525735, -2.388919, 1.519106)
C (-1.120814, -0.148550, 1.133395)
C (-1.145769, 2.226994, -3.004570)
H (-3.679792, -3.081932, 3.027645)
H (4.725525, 1.204721, -1.519718)
H (0.189234, -2.747041, 3.809368)
H (-0.432328, 0.149889, -2.677290)
H (-1.988659, 2.931750, -2.512093)
H (-1.985701, -1.696442, -1.632710)
C (2.521569, 1.678149, -0.786717)
H (1.479654, 3.201548, 0.545634)
H (2.922683, 1.445222, 0.372903)
H (-0.790116, -0.998241, 3.007411)
H (-2.012574, -5.843293, 2.721237)
C (3.796879, 3.478266, -1.414055)
H (3.326405, 1.862038, -2.639741)
H (-2.257031, 0.345275, -2.675099)
N (0.270172, 3.012562, -1.213988)
H (1.901060, 1.061681, -0.958325)
H (4.609007, 3.472513, -0.260544)
H (0.707747, -4.070398, 2.520233)
C (-1.618353, -3.720410, 2.368668)
H (-0.286677, 2.125325, -0.905177)
C (-1.541620, -1.626927, -0.752596)
C (-2.619797, -3.192580, 3.551666)
H (-0.124445, 3.655775, -0.929823)
C (0.106500, 2.687342, -2.728504)
H (-1.924589, -3.341615, -0.066935)
H (-2.817368, -4.235227, 4.338038)
H (-2.248590, -2.357606, 4.106925)
C (3.620769, 2.178919, -1.529852)
H (4.500823, 4.100187, -2.057041)
H (1.180755, 1.939883, -2.766614)
H (-0.398298, -4.668816, 3.949648)
H (0.404118, 3.627467, -3.286109)
H (-1.105483, 1.868645, -4.203287)
C (-1.956429, -4.930460, 1.975960)
H (-2.855508, -5.038857, 1.531908)
C (-1.825400, -2.446896, 0.191323)

Atoms 1-3, force components in eV/Å:
-5.2 -3.5 -13.3
-1.3 0.3 1.4
0.9 4.6 1.5